[1]
Molecular formula: C11H15N
Method: DFT, ωB97M-V/def2-TZVPD

Computed properties:
- Total energy: -482.8450 hartree
- E_HOMO (alpha / beta): 0.68 / -2.66 eV
- ΔE to the lowest compared entry with this formula, charge and spin: 15.7 kcal/mol
- 2S+1: 2
- Charge: -1
- LUMO energy (alpha / beta): 3.84 / 3.77 eV

CARTESIAN COORDINATES (ANGSTROEM)
C 2.6332 -1.7164 -0.2511
C 0.2986 -0.8823 -1.0094
C 1.1511 -1.6553 -0.1421
C -1.0671 -1.0879 -0.5815
C 0.3057 -2.4055 0.6421
C -0.3842 0.9788 -2.3429
C -1.6976 0.7931 -1.9381
C 0.6458 0.0859 -2.0000
C -2.0527 -0.2603 -1.0184
N -1.0236 -2.1558 0.3450
H -0.2033 1.7953 -3.0401
H -2.4253 1.5058 -2.3090
H 1.6341 0.2302 -2.4082
H -3.0906 -0.1986 -0.7002
H 3.0437 -1.5281 0.7433
H 3.0301 -1.1038 -1.0585
H 0.5665 -2.9684 1.5332
H -1.8383 -2.6040 0.6761
H 2.9523 -2.7216 -0.5700
C 0.2360 2.4892 2.2336
C -0.7731 1.4896 1.5886
H -0.3369 3.1995 2.8219
H 0.8676 1.9034 2.8946
H 0.7946 3.0627 1.5047
H -1.7728 1.5611 2.0450
H -0.9886 1.7383 0.5551
H -0.5050 0.4552 1.7864

From a Löwdin analysis of the wavefunction, the atomic charges in e read: atom 1 (C): -0.077, atom 2 (C): -0.177, atom 3 (C): -0.289, atom 4 (C): -0.259, atom 5 (C): -0.182, atom 6 (C): -0.202, atom 7 (C): -0.199, atom 8 (C): -0.110, atom 9 (C): -0.140, atom 10 (N): 0.041, atom 11 (H): 0.070, atom 12 (H): 0.057, atom 13 (H): 0.053, atom 14 (H): 0.066, atom 15 (H): 0.064, atom 16 (H): 0.055, atom 17 (H): 0.069, atom 18 (H): 0.108, atom 19 (H): 0.062, atom 20 (C): -0.156, atom 21 (C): -0.148, atom 22 (H): 0.041, atom 23 (H): 0.049, atom 24 (H): 0.050, atom 25 (H): 0.057, atom 26 (H): 0.044, atom 27 (H): 0.054



[2]
Molecular formula: C11H15N
Method: DFT, ωB97M-V/def2-TZVPD

Computed properties:
- Total energy: -482.8485 hartree
- E_HOMO (alpha / beta): 0.69 / -2.78 eV
- ΔE to the lowest compared entry with this formula, charge and spin: 13.6 kcal/mol
- 2S+1: 2
- Charge: -1
- LUMO energy (alpha / beta): 3.15 / 3.13 eV

CARTESIAN COORDINATES (ANGSTROEM)
C 0.7212 0.9715 0.9655
C 0.4625 0.5771 -2.7246
C -0.1593 0.6496 -1.4462
C 0.8955 0.6872 -0.4982
C 2.0970 0.7446 -1.1677
C -1.6816 0.5373 -3.8034
C -0.2603 0.4845 -3.9110
C -2.2726 0.8074 -2.5828
C -1.5321 1.0114 -1.3975
N 1.8170 0.6181 -2.5322
H -2.3232 0.3982 -4.6674
H 0.2295 0.4797 -4.8781
H -3.3577 0.8982 -2.6173
H -2.1352 1.1437 -0.5070
H 2.4464 0.4204 -3.2867
H 3.1203 0.6893 -0.8279
H -0.0865 1.7096 1.0587
H 1.5971 1.4752 1.3855
H 0.4733 0.0914 1.5574
C 0.1631 -1.3508 3.4082
C -0.1602 -2.2537 4.6308
H -0.7362 -1.2224 2.8040
H 0.4208 -0.3079 3.6061
H 1.0140 -1.7542 2.8676
H -0.3773 -1.6452 5.5024
H 0.6394 -2.9862 4.7088
H -1.0148 -2.8741 4.3529

From a Löwdin analysis of the wavefunction, the atomic charges in e read: atom 1 (C): -0.075, atom 2 (C): -0.274, atom 3 (C): -0.191, atom 4 (C): -0.285, atom 5 (C): -0.140, atom 6 (C): -0.200, atom 7 (C): -0.113, atom 8 (C): -0.207, atom 9 (C): -0.122, atom 10 (N): 0.030, atom 11 (H): 0.060, atom 12 (H): 0.056, atom 13 (H): 0.068, atom 14 (H): 0.056, atom 15 (H): 0.124, atom 16 (H): 0.069, atom 17 (H): 0.067, atom 18 (H): 0.064, atom 19 (H): 0.016, atom 20 (C): -0.186, atom 21 (C): -0.160, atom 22 (H): 0.065, atom 23 (H): 0.054, atom 24 (H): 0.065, atom 25 (H): 0.054, atom 26 (H): 0.051, atom 27 (H): 0.054



[3]
Molecular formula: C11H15N
Method: DFT, ωB97M-V/def2-TZVPD

Computed properties:
- Total energy: -482.8398 hartree
- SMILES string: Cc1c[nH]c2ccccc12.CC
- E_HOMO: -7.83 eV
- ΔE to the lowest compared entry with this formula, charge and spin: 47.3 kcal/mol
- Charge: 0
- LUMO energy: 0.84 eV

CARTESIAN COORDINATES (ANGSTROEM)
C -1.8024 -2.2065 1.0825
C -0.7549 -1.3670 0.4651
C -0.4339 -0.0363 0.5597
N 0.5097 0.2700 -0.4526
C 1.0218 -0.8561 -1.0986
C 2.0718 -0.9120 -2.0651
C 2.4755 -2.2211 -2.3112
C 1.7436 -3.3254 -1.7348
C 0.5709 -3.2374 -1.0187
C 0.2107 -1.9337 -0.5390
H -2.0329 -1.8788 2.0638
H -1.4398 -3.1970 1.1448
H -2.7605 -2.2785 0.5757
H -0.6930 0.7375 1.3850
H 0.8204 1.3560 -0.4225
H 2.6293 -0.1235 -2.3821
H 3.2940 -2.6287 -2.8789
H 2.1461 -4.2974 -1.9797
H 0.0630 -4.1607 -0.7502
C -0.7737 3.6004 0.6607
C -1.0350 4.5013 1.8426
H -1.7836 3.3771 0.2223
H -0.2235 4.0075 -0.1484
H -0.2911 2.7096 1.0892
H -1.6670 3.9568 2.6522
H -0.1030 4.8178 2.4525
H -1.7626 5.3260 1.5857

From a Löwdin analysis of the wavefunction, the atomic charges in e read: atom 1 (C): -0.058, atom 2 (C): -0.225, atom 3 (C): -0.075, atom 4 (N): 0.014, atom 5 (C): -0.186, atom 6 (C): -0.010, atom 7 (C): -0.084, atom 8 (C): -0.120, atom 9 (C): -0.038, atom 10 (C): -0.097, atom 11 (H): 0.064, atom 12 (H): 0.057, atom 13 (H): 0.083, atom 14 (H): 0.133, atom 15 (H): 0.196, atom 16 (H): 0.067, atom 17 (H): 0.089, atom 18 (H): 0.087, atom 19 (H): 0.102, atom 20 (C): -0.200, atom 21 (C): -0.206, atom 22 (H): 0.091, atom 23 (H): 0.047, atom 24 (H): 0.028, atom 25 (H): 0.083, atom 26 (H): 0.088, atom 27 (H): 0.071



[4]
Molecular formula: C11H15N
Method: DFT, ωB97M-V/def2-TZVPD

Computed properties:
- Total energy: -482.8223 hartree
- SMILES string: Cc1c[nH]c2ccccc12.CC
- E_HOMO: -7.85 eV
- ΔE to the lowest compared entry with this formula, charge and spin: 58.3 kcal/mol
- Charge: 0
- LUMO energy: 0.86 eV

CARTESIAN COORDINATES (ANGSTROEM)
C 1.2620 0.8306 3.3809
C 0.3427 0.5363 2.2916
C -0.8839 1.0059 1.9161
N -1.2889 0.1560 0.8101
C -0.2184 -0.7241 0.4177
C -0.0319 -1.7598 -0.5728
C 1.1974 -2.4237 -0.4791
C 2.2496 -2.1097 0.4400
C 2.0141 -1.2888 1.4807
C 0.8426 -0.5481 1.4139
H 2.0854 0.1254 3.4866
H 0.7108 0.9722 4.3499
H 1.5293 1.8805 3.1992
H -1.5103 1.7783 2.3259
H -2.1206 0.3195 0.3789
H -0.4911 -1.5957 -1.5257
H 1.2626 -3.1961 -1.3469
H 3.1885 -2.6684 0.5499
H 2.6850 -1.2230 2.3878
C -2.0604 1.8463 -3.3297
C -1.0902 0.6773 -2.9634
H -2.5768 1.8466 -4.3826
H -2.9046 1.7378 -2.6285
H -1.5139 2.8095 -3.0204
H -0.6308 0.9342 -1.9921
H -0.4177 0.3774 -3.7383
H -1.6303 -0.2960 -2.8499

From a Löwdin analysis of the wavefunction, the atomic charges in e read: atom 1 (C): -0.069, atom 2 (C): -0.268, atom 3 (C): -0.015, atom 4 (N): 0.067, atom 5 (C): -0.140, atom 6 (C): -0.042, atom 7 (C): -0.093, atom 8 (C): -0.111, atom 9 (C): -0.070, atom 10 (C): -0.123, atom 11 (H): 0.056, atom 12 (H): 0.096, atom 13 (H): 0.089, atom 14 (H): 0.109, atom 15 (H): 0.084, atom 16 (H): 0.066, atom 17 (H): 0.126, atom 18 (H): 0.103, atom 19 (H): 0.124, atom 20 (C): -0.176, atom 21 (C): -0.191, atom 22 (H): 0.092, atom 23 (H): 0.042, atom 24 (H): 0.080, atom 25 (H): 0.060, atom 26 (H): 0.047, atom 27 (H): 0.059



[5]
Molecular formula: C11H15N
Method: DFT, ωB97M-V/def2-TZVPD

Computed properties:
- Total energy: -482.8118 hartree
- SMILES string: Cc1c[nH]c2ccccc12.CC
- E_HOMO: -7.61 eV
- ΔE to the lowest compared entry with this formula, charge and spin: 64.9 kcal/mol
- Charge: 0
- LUMO energy: 0.93 eV

CARTESIAN COORDINATES (ANGSTROEM)
C 3.8664 1.1464 -0.7983
C 3.0339 0.0333 -1.0667
C 3.2569 -1.2794 -1.5437
N 2.1398 -2.1375 -1.4789
C 1.0292 -1.3530 -1.1435
C -0.2954 -1.7354 -0.9383
C -1.0654 -0.6905 -0.4299
C -0.6821 0.6366 -0.3421
C 0.6955 1.0586 -0.5864
C 1.5856 -0.0594 -0.7855
H 4.7269 1.3486 -1.6173
H 4.3884 0.9032 0.1585
H 3.4520 2.0782 -0.4498
H 4.1879 -1.8537 -1.8981
H 1.9649 -3.0644 -1.9099
H -0.6431 -2.7212 -1.1505
H -2.0522 -0.7520 -0.0650
H -1.3669 1.3349 -0.0641
H 0.8168 2.0429 -0.3691
C -4.0324 0.6414 1.4297
C -3.2154 0.6279 2.6909
H -4.0791 1.6334 0.9459
H -3.7365 -0.1415 0.7095
H -5.0963 0.5075 1.8037
H -3.8817 0.2914 3.6165
H -2.6675 1.6197 2.6403
H -2.3302 -0.1158 2.6421

From a Löwdin analysis of the wavefunction, the atomic charges in e read: atom 1 (C): -0.090, atom 2 (C): -0.261, atom 3 (C): -0.059, atom 4 (N): 0.040, atom 5 (C): -0.210, atom 6 (C): -0.009, atom 7 (C): -0.113, atom 8 (C): -0.078, atom 9 (C): 0.036, atom 10 (C): -0.112, atom 11 (H): 0.136, atom 12 (H): 0.092, atom 13 (H): 0.064, atom 14 (H): 0.134, atom 15 (H): 0.162, atom 16 (H): 0.099, atom 17 (H): 0.052, atom 18 (H): 0.053, atom 19 (H): 0.061, atom 20 (C): -0.221, atom 21 (C): -0.210, atom 22 (H): 0.066, atom 23 (H): 0.044, atom 24 (H): 0.076, atom 25 (H): 0.101, atom 26 (H): 0.072, atom 27 (H): 0.074



[6]
Molecular formula: C11H15N
Method: DFT, ωB97M-V/def2-TZVPD

Computed properties:
- Total energy: -482.8987 hartree
- SMILES string: Cc1c[nH]c2ccccc12.CC
- E_HOMO: -7.87 eV
- ΔE to the lowest compared entry with this formula, charge and spin: 10.3 kcal/mol
- Charge: 0
- LUMO energy: 0.90 eV

CARTESIAN COORDINATES (ANGSTROEM)
C -0.3734 -2.8502 -0.7091
C 0.1299 -1.4527 -0.5368
C -0.5177 -0.4514 0.1233
N 0.2784 0.6869 0.1419
C 1.4982 0.3665 -0.4106
C 2.6232 1.1737 -0.5580
C 3.7066 0.5997 -1.1909
C 3.6466 -0.7030 -1.7133
C 2.5214 -1.4835 -1.5713
C 1.4317 -0.9585 -0.8636
H -0.7167 -3.0005 -1.7405
H -1.1859 -3.1737 -0.0591
H 0.4675 -3.5463 -0.6002
H -1.5852 -0.3920 0.2828
H 0.1787 1.4018 0.8419
H 2.7929 2.1220 -0.0593
H 4.6207 1.1326 -1.4212
H 4.4421 -1.0727 -2.3443
H 2.4737 -2.5012 -1.9329
C -3.6397 1.2527 2.2512
C -2.9552 2.2776 1.3444
H -4.1668 0.4888 1.6709
H -2.9424 0.7105 2.8821
H -4.3932 1.7448 2.8630
H -2.8818 3.2675 1.7938
H -3.5258 2.3523 0.4212
H -1.9279 2.0087 1.0945

From a Löwdin analysis of the wavefunction, the atomic charges in e read: atom 1 (C): -0.050, atom 2 (C): -0.231, atom 3 (C): -0.058, atom 4 (N): 0.067, atom 5 (C): -0.219, atom 6 (C): -0.021, atom 7 (C): -0.102, atom 8 (C): -0.105, atom 9 (C): -0.025, atom 10 (C): -0.145, atom 11 (H): 0.079, atom 12 (H): 0.075, atom 13 (H): 0.077, atom 14 (H): 0.116, atom 15 (H): 0.134, atom 16 (H): 0.108, atom 17 (H): 0.097, atom 18 (H): 0.095, atom 19 (H): 0.107, atom 20 (C): -0.169, atom 21 (C): -0.161, atom 22 (H): 0.061, atom 23 (H): 0.057, atom 24 (H): 0.059, atom 25 (H): 0.063, atom 26 (H): 0.066, atom 27 (H): 0.027



[7]
Molecular formula: C11H15N
Method: DFT, ωB97M-V/def2-TZVPD

Computed properties:
- Total energy: -482.8631 hartree
- SMILES string: Cc1c[nH]c2ccccc12.CC
- E_HOMO: -7.73 eV
- ΔE to the lowest compared entry with this formula, charge and spin: 32.7 kcal/mol
- Charge: 0
- LUMO energy: 0.92 eV

CARTESIAN COORDINATES (ANGSTROEM)
C -1.3634 2.8138 -0.2831
C -0.2363 1.9541 0.2926
C 1.0265 2.3806 0.6533
N 1.8712 1.3111 0.9627
C 0.9361 0.1884 1.1324
C 1.2437 -1.1034 1.5531
C 0.2130 -2.0278 1.4807
C -1.0538 -1.7408 1.0523
C -1.3486 -0.4177 0.6540
C -0.3671 0.6194 0.6732
H -0.9984 3.8095 -0.6584
H -2.2072 2.8916 0.4730
H -1.7144 2.2989 -1.2306
H 1.3920 3.4061 0.6467
H 2.7172 1.4154 1.4002
H 2.3139 -1.3463 1.6281
H 0.4992 -3.0967 1.6428
H -1.9280 -2.4114 1.0155
H -2.3830 -0.1841 0.3399
C -0.1080 -2.4359 -2.7210
C -0.4214 -1.1138 -3.4384
H -0.8695 -3.3273 -2.9443
H 0.8305 -2.8868 -2.8993
H -0.1924 -2.1718 -1.6550
H 0.1617 -0.2303 -3.1360
H -1.4675 -0.9368 -3.0627
H -0.3778 -1.1090 -4.5937

From a Löwdin analysis of the wavefunction, the atomic charges in e read: atom 1 (C): -0.055, atom 2 (C): -0.267, atom 3 (C): -0.062, atom 4 (N): 0.093, atom 5 (C): -0.155, atom 6 (C): -0.039, atom 7 (C): -0.139, atom 8 (C): -0.124, atom 9 (C): -0.023, atom 10 (C): -0.152, atom 11 (H): 0.079, atom 12 (H): 0.092, atom 13 (H): 0.085, atom 14 (H): 0.120, atom 15 (H): 0.098, atom 16 (H): 0.116, atom 17 (H): 0.114, atom 18 (H): 0.110, atom 19 (H): 0.110, atom 20 (C): -0.184, atom 21 (C): -0.189, atom 22 (H): 0.108, atom 23 (H): 0.028, atom 24 (H): 0.038, atom 25 (H): 0.053, atom 26 (H): 0.065, atom 27 (H): 0.081



[8]
Molecular formula: C11H15N
Method: DFT, ωB97M-V/def2-TZVPD

Computed properties:
- Total energy: -482.6033 hartree
- E_HOMO (alpha / beta): -13.22 / -13.45 eV
- ΔE to the lowest compared entry with this formula, charge and spin: 20.8 kcal/mol
- 2S+1: 2
- Charge: +1
- LUMO energy (alpha / beta): -3.64 / -7.11 eV

CARTESIAN COORDINATES (ANGSTROEM)
C 1.2724 1.2538 -3.2739
C -1.5388 1.1410 -0.8753
C -0.3890 0.5828 -1.4985
C 0.0901 1.5565 -2.3893
C -0.7682 2.6361 -2.3540
C -1.8545 -0.6695 0.5215
C -2.2817 0.5819 0.1591
C -0.7758 -1.3945 -0.1196
C -0.0406 -0.7340 -1.0308
N -1.6563 2.4946 -1.3366
H -2.3210 -1.1016 1.4000
H -3.0734 1.1201 0.6478
H -0.7244 -2.4461 0.2011
H 0.7179 -1.1671 -1.7053
H -2.3960 3.1554 -1.1611
H -0.6925 3.5469 -2.9222
H 2.2167 1.5072 -2.8088
H 1.0894 1.8887 -4.1566
H 1.2833 0.2097 -3.5504
C 1.6933 -2.0047 3.9877
C 1.2527 -1.5563 2.6286
H 0.8255 -2.2031 4.6260
H 2.1416 -3.0010 3.9404
H 2.2811 -1.1883 4.4422
H 0.4810 -2.0746 2.0633
H 1.0567 -0.4731 2.6170
H 2.1105 -1.6607 1.9476

From a Löwdin analysis of the wavefunction, the atomic charges in e read: atom 1 (C): 0.012, atom 2 (C): -0.133, atom 3 (C): -0.099, atom 4 (C): -0.145, atom 5 (C): 0.051, atom 6 (C): 0.002, atom 7 (C): 0.032, atom 8 (C): -0.049, atom 9 (C): 0.022, atom 10 (N): 0.151, atom 11 (H): 0.127, atom 12 (H): 0.129, atom 13 (H): 0.129, atom 14 (H): 0.135, atom 15 (H): 0.174, atom 16 (H): 0.156, atom 17 (H): 0.102, atom 18 (H): 0.101, atom 19 (H): 0.087, atom 20 (C): -0.169, atom 21 (C): -0.202, atom 22 (H): 0.065, atom 23 (H): 0.072, atom 24 (H): 0.082, atom 25 (H): 0.030, atom 26 (H): 0.070, atom 27 (H): 0.069



Question: total energy of number 1 (C11H15N)?
Answer: -482.8450 hartree